1.
Entry from OMol25: a 2-piece molecular cluster, C5H13N3 overall (ωB97M-V/def2-TZVPD).

XYZ file:
```
21
Properties=species:S:1:pos:R:3:lowdin_charge:R:1
C -0.603 0.565 -0.053 -0.338
C -1.573 0.830 -1.160 -0.057
C -0.979 1.020 1.325 -0.050
N 0.672 0.328 -0.389 -0.232
N 0.863 -0.390 -1.510 -0.013
N -1.124 -1.906 -0.144 0.025
C 1.689 0.473 0.583 -0.138
C 2.816 -0.233 0.613 0.050
H 1.854 -0.411 -1.733 0.015
H -0.372 -1.712 -0.847 0.010
H -0.740 -2.434 0.632 0.025
H -1.852 -2.431 -0.614 0.023
H 1.506 1.259 1.299 0.104
H -2.007 1.824 -1.050 0.080
H -2.062 0.982 1.422 0.083
H -1.083 0.748 -2.127 0.065
H -2.384 0.100 -1.130 0.073
H -0.521 0.399 2.094 0.078
H -0.676 2.056 1.507 0.088
H 3.000 -1.051 -0.063 0.054
H 3.576 -0.016 1.343 0.055
```

Properties
gap between HOMO and LUMO (alpha / beta)	7.55 / 7.54	eV
E_HOMO (alpha / beta)	-6.919 / -6.918	eV
largest force on an atom	2.42	eV/A
E_tot	-9863.11459	eV
relative energy (zero: lowest compared OMol25 entry of this formula, charge and spin)	75.0	kcal/mol

---

2.
Entry from OMol25: a 2-piece molecular cluster, C4H9NO overall (ωB97M-V/def2-TZVPD).

XYZ file:
```
15
Properties=species:S:1:pos:R:3:lowdin_charge:R:1
C 2.261 -0.115 0.296 -0.112
C 0.999 -0.029 -0.505 -0.178
C -0.041 -0.886 -0.251 -0.569
O -0.244 -1.843 0.493 -0.010
N -1.293 -0.234 -0.824 0.040
C -2.355 -0.177 -0.110 0.057
H 3.090 -0.568 -0.263 0.070
H 2.596 0.876 0.627 0.068
H 2.085 -0.728 1.185 0.075
H -0.299 1.326 0.788 0.058
H 0.909 0.740 -1.269 0.087
H -1.189 0.404 -1.606 0.148
H -3.155 0.510 -0.363 0.097
H -2.389 -0.823 0.763 0.102
H -0.976 1.546 1.038 0.068
```

Properties
gap between HOMO and LUMO (alpha / beta)	7.18 / 7.18	eV
E_HOMO (alpha / beta)	-7.387 / -7.385	eV
largest force on an atom	0.51	eV/A
E_tot	-7828.37684	eV
relative energy (zero: lowest compared OMol25 entry of this formula, charge and spin)	90.9	kcal/mol

---

3.
Entry from OMol25: a 2-piece molecular cluster, C4H8NO3S overall (ωB97M-V/def2-TZVPD).

XYZ file:
```
17
Properties=species:S:1:pos:R:3:lowdin_charge:R:1
C 2.583 -0.865 -0.089 -0.343
C 1.499 -1.521 0.610 -0.128
C -0.609 2.153 -0.313 -0.222
C -0.154 0.747 -0.755 -0.375
N 3.332 -0.362 -0.797 0.096
O -1.024 -1.759 -0.780 -0.359
O -1.226 -0.665 1.387 -0.275
O -2.733 -0.028 -0.486 -0.367
S -1.377 -0.466 -0.287 0.522
H -1.827 0.093 1.723 0.094
H 0.794 -0.855 1.018 -0.003
H 2.004 -2.167 1.423 0.093
H 1.118 -2.355 -0.158 0.129
H -1.233 2.651 -1.176 0.086
H -1.169 1.906 0.637 0.049
H 0.235 2.713 -0.152 -0.002
H -0.213 0.780 -1.806 0.005
```

Properties
gap between HOMO and LUMO	6.61	eV
charge	-1
E_HOMO	-2.973	eV
largest force on an atom	5.01	eV/A
E_tot	-22743.93090	eV
relative energy (zero: lowest compared OMol25 entry of this formula, charge and spin)	72.7	kcal/mol

---

4.
Entry from OMol25: one molecule with the formula C16H21N3O (ωB97M-V/def2-TZVPD).

XYZ file:
```
41
Properties=species:S:1:pos:R:3:lowdin_charge:R:1
O -3.183 -2.124 -0.840 0.058
C -2.502 -1.581 0.008 -0.516
C -2.884 -0.262 0.660 -0.081
C -2.592 0.889 -0.310 -0.301
C -2.944 2.271 0.285 -0.152
C -1.630 3.056 0.333 -0.194
C -0.820 2.468 -0.817 -0.193
C -1.103 0.975 -0.686 -0.160
N -1.337 -2.097 0.450 0.062
C -0.713 -3.231 -0.195 -0.175
C 0.672 -3.470 0.414 -0.117
C 1.516 -2.248 0.283 -0.280
C 2.586 -2.024 -0.554 0.001
N 2.980 -0.740 -0.339 -0.002
C 3.967 0.003 -0.888 -0.041
C 4.133 1.295 -0.492 -0.069
C 3.285 1.854 0.487 -0.076
C 2.290 1.105 1.048 -0.003
C 2.125 -0.223 0.633 -0.277
N 1.244 -1.135 1.008 0.133
H -2.333 -0.120 1.591 0.122
H -3.954 -0.283 0.874 0.125
H -3.184 0.713 -1.212 0.142
H -3.660 2.783 -0.357 0.110
H -3.391 2.179 1.274 0.106
H -1.113 2.869 1.276 0.105
H -1.786 4.130 0.236 0.104
H 0.244 2.699 -0.748 0.096
H -1.197 2.845 -1.769 0.113
H -0.878 0.421 -1.597 0.122
H -0.491 0.567 0.119 0.083
H -0.710 -1.536 1.018 0.091
H -1.346 -4.114 -0.064 0.124
H -0.628 -3.043 -1.274 0.128
H 1.154 -4.308 -0.089 0.117
H 0.553 -3.709 1.472 0.122
H 3.072 -2.667 -1.258 0.123
H 4.586 -0.475 -1.633 0.129
H 4.917 1.890 -0.930 0.103
H 3.432 2.880 0.786 0.105
H 1.624 1.498 1.798 0.117
```

Properties
gap between HOMO and LUMO	8.93	eV
E_HOMO	-8.457	eV
largest force on an atom	0.88	eV/A
E_tot	-23451.75622	eV
relative energy (zero: lowest compared OMol25 entry of this formula, charge and spin)	0.0	kcal/mol
structure (SMILES)	O=C(CC1CCCC1)NCCc1cn2ccccc2n1

---

5.
Entry from OMol25: a 7-piece molecular cluster, C30H68B2NO17P2 overall (ωB97M-V/def2-TZVPD).

XYZ file:
```
120
Properties=species:S:1:pos:R:3:lowdin_charge:R:1
C 3.242 1.638 -0.150 -0.060
C 3.351 0.903 -1.486 -0.262
O 4.421 -0.060 -1.454 -0.201
P 4.092 -1.500 -2.060 0.470
O 3.901 -1.460 -3.526 -0.281
C 2.708 -2.231 -1.205 -0.232
C 2.534 -1.900 0.284 -0.245
B 3.339 -2.885 1.338 -0.603
P 3.740 -1.855 2.912 0.655
O 4.544 -2.484 4.022 -0.548
B 2.420 -4.215 1.869 -0.596
N 2.877 -5.180 2.875 0.120
O 1.122 -4.495 1.361 0.047
O 5.349 -2.339 -1.588 -0.198
C 6.599 -2.085 -2.256 -0.255
C 6.774 -2.969 -3.490 -0.075
H 2.326 1.357 0.364 0.066
H 3.291 2.713 -0.288 0.065
H 4.067 1.318 0.483 0.071
H 2.414 0.429 -1.747 0.085
H 3.570 1.619 -2.275 0.115
H 2.812 -3.306 -1.366 0.098
H 1.831 -1.911 -1.772 0.070
H 2.820 -0.862 0.455 0.049
H 1.472 -1.972 0.509 0.068
H 4.410 -3.306 0.934 0.072
H 2.520 -1.314 3.410 -0.014
H 4.371 -0.651 2.476 -0.024
H 3.667 -4.787 3.382 0.034
H 3.212 -6.026 2.427 0.056
H 1.173 -4.700 0.427 0.070
H 7.372 -2.351 -1.540 0.105
H 6.732 -1.030 -2.484 0.110
H 7.355 -3.850 -3.225 0.065
H 7.268 -2.414 -4.281 0.071
H 5.802 -3.301 -3.841 0.063
O -0.405 -0.106 1.053 0.102
C -1.154 -0.759 1.728 -0.522
O -0.693 -1.852 2.351 0.002
C -1.447 -2.610 3.292 -0.230
C -2.311 -3.647 2.607 -0.061
C -2.631 -0.432 1.797 0.001
H -2.022 -1.952 3.948 0.112
H -0.696 -3.106 3.904 0.128
H -3.064 -3.184 1.967 0.065
H -2.823 -4.262 3.349 0.078
H -1.683 -4.288 1.989 0.076
H -3.115 -0.899 0.939 0.092
H -2.754 0.643 1.727 0.074
H -3.129 -0.761 2.705 0.068
O -5.310 1.010 2.347 0.091
C -5.899 1.168 1.309 -0.519
O -7.194 0.838 1.245 -0.009
C -8.031 1.157 0.128 -0.231
C -7.938 0.112 -0.962 -0.056
C -5.173 1.643 0.069 0.019
H -7.807 2.161 -0.239 0.114
H -9.039 1.176 0.538 0.112
H -6.933 0.053 -1.381 0.069
H -8.632 0.348 -1.769 0.082
H -8.191 -0.866 -0.556 0.087
H -4.695 0.787 -0.405 0.094
H -4.400 2.341 0.382 0.087
H -5.807 2.149 -0.657 0.070
O -9.601 -0.263 2.613 0.101
C -9.474 0.308 3.659 -0.517
O -10.503 1.059 4.114 -0.004
C -10.507 1.647 5.415 -0.244
C -9.799 2.986 5.437 -0.065
C -8.172 0.275 4.423 0.019
H -10.095 0.955 6.150 0.111
H -11.561 1.777 5.655 0.120
H -8.743 2.885 5.188 0.070
H -9.876 3.438 6.427 0.080
H -10.252 3.661 4.711 0.081
H -7.512 1.040 4.014 0.082
H -7.706 -0.691 4.249 0.098
H -8.274 0.420 5.496 0.070
O 10.319 -2.093 -2.863 0.111
C 10.976 -2.438 -1.923 -0.528
O 10.333 -2.849 -0.813 -0.002
C 10.992 -3.430 0.313 -0.236
C 11.501 -2.379 1.277 -0.064
C 12.487 -2.351 -1.921 0.010
H 11.783 -4.108 -0.013 0.109
H 10.228 -4.037 0.793 0.127
H 12.260 -1.744 0.818 0.066
H 11.937 -2.854 2.156 0.080
H 10.680 -1.740 1.598 0.088
H 12.771 -1.341 -1.626 0.093
H 12.833 -2.526 -2.936 0.087
H 12.978 -3.064 -1.263 0.067
O -3.444 4.203 -3.691 0.094
C -3.393 4.805 -2.652 -0.510
O -4.481 5.498 -2.254 -0.007
C -4.592 6.087 -0.956 -0.244
C -3.947 7.456 -0.898 -0.064
C -2.130 4.871 -1.828 0.024
H -4.198 5.415 -0.192 0.108
H -5.663 6.173 -0.781 0.120
H -2.875 7.401 -1.082 0.068
H -4.105 7.907 0.082 0.081
H -4.383 8.106 -1.656 0.083
H -1.507 5.677 -2.215 0.106
H -1.581 3.943 -1.943 0.069
H -2.298 5.028 -0.765 0.075
O 0.472 3.281 -2.848 0.082
C 0.134 2.371 -3.563 -0.518
O 0.683 1.169 -3.346 -0.007
C 0.291 -0.028 -4.023 -0.222
C 1.043 -0.212 -5.323 -0.057
C -0.828 2.584 -4.709 0.023
H -0.792 -0.054 -4.159 0.110
H 0.549 -0.829 -3.333 0.108
H 0.821 0.588 -6.033 0.067
H 0.775 -1.164 -5.781 0.082
H 2.117 -0.209 -5.130 0.071
H -0.260 2.924 -5.575 0.096
H -1.529 3.361 -4.411 0.054
H -1.404 1.704 -4.981 0.076
```

Properties
gap between HOMO and LUMO	5.92	eV
charge	-1
E_HOMO	-4.249	eV
largest force on an atom	0.87	eV/A
E_tot	-88447.20371	eV
relative energy (zero: lowest compared OMol25 entry of this formula, charge and spin)	0.0	kcal/mol

---

6.
Entry from OMol25: C4H5O3S as an isolated structure (ωB97M-V/def2-TZVPD).

XYZ file:
```
13
Properties=species:S:1:pos:R:3:lowdin_charge:R:1
C 1.549 0.709 -1.204 -0.703
C -0.900 0.372 -0.074 -0.306
C -1.000 -1.184 0.089 -0.243
C 0.556 0.549 0.292 -0.345
O 1.061 0.226 -2.219 -0.048
O 2.546 1.361 -0.980 -0.044
O -0.148 -0.712 2.665 -0.632
S 0.505 -1.028 1.334 0.906
H -1.137 0.730 -1.095 0.096
H -1.534 0.880 0.775 0.125
H -1.897 -1.543 0.296 0.009
H -0.607 -1.775 -0.757 0.079
H 1.005 1.414 0.876 0.106
```

Properties
gap between HOMO and LUMO	7.89	eV
charge	-1
E_HOMO	-4.367	eV
largest force on an atom	6.35	eV/A
E_tot	-21206.31205	eV
relative energy (zero: lowest compared OMol25 entry of this formula, charge and spin)	47.3	kcal/mol